Entry 1:
# C36H79N6O6P3

A 3-piece molecular cluster, C36H79N6O6P3 overall in a non-equilibrium geometry (the ωB97M-V functional and the def2-TZVPD basis, the OMol25 dataset).

Element x y z (Å)
P1 6.08 -5.31 2.04
P2 -5.69 2.38 -2.47
P3 0.76 -0.72 5.00
O1 -3.82 3.86 1.92
O2 6.70 -4.70 3.28
O3 -3.43 1.63 2.12
O4 1.46 -0.25 3.74
O5 4.10 2.91 -2.33
O6 -4.33 0.83 -4.44
N1 -0.79 -0.98 4.24
N2 5.74 -5.84 0.37
N3 1.62 -2.19 5.21
N4 4.46 -4.84 2.33
N5 6.37 -6.97 2.52
N6 0.00 -0.82 6.62
C1 -3.11 -1.18 -4.05
C2 4.11 1.78 -1.46
C3 -3.33 2.66 1.48
C4 -1.01 -2.19 3.46
C5 -0.02 5.87 -4.25
C6 0.28 0.41 7.39
C7 -2.19 0.48 -5.48
C8 3.32 3.93 -4.33
C9 -6.76 0.98 -3.05
C10 1.15 5.09 -4.92
C11 -2.02 -1.99 -4.21
C12 5.48 -7.60 3.49
C13 -0.98 -1.54 -5.01
C14 -1.38 -1.21 6.84
C15 -3.21 0.05 -4.67
C16 4.23 -3.41 2.17
C17 3.03 2.86 -3.25
C18 -6.94 3.43 -0.03
C19 -1.17 4.95 -3.75
C20 1.11 -3.41 5.80
C21 3.01 -2.00 5.61
C22 -5.35 3.85 -3.59
C23 -4.10 1.54 -3.19
C24 -7.12 3.31 -1.58
C25 -3.64 5.53 -4.31
C26 -2.33 4.89 -4.80
C27 7.76 -7.20 2.92
C28 -1.09 -0.34 -5.64
C29 -5.27 3.89 1.82
C30 5.61 -7.23 -0.03
C31 -1.25 0.18 3.47
C32 3.27 -5.57 1.93
C33 -5.79 4.35 0.42
C34 6.64 -5.15 -0.59
C35 -4.29 4.86 -3.06
C36 2.47 5.21 -4.10
H1 -2.23 1.45 -5.99
H2 6.54 -7.79 0.06
H3 4.38 2.16 -0.46
H4 -7.87 3.90 0.32
H5 -6.24 0.02 -2.97
H6 -0.78 3.93 -3.62
H7 4.54 -7.90 3.02
H8 -1.58 -2.20 6.43
H9 5.26 -6.95 4.34
H10 -6.26 4.42 -3.81
H11 -5.69 4.50 2.62
H12 2.41 -5.18 2.48
H13 -1.55 5.32 -2.79
H14 -0.29 1.26 7.01
H15 1.77 -4.25 5.54
H16 -3.95 -1.47 -3.41
H17 -5.59 2.85 1.95
H18 6.64 -4.08 -0.39
H19 -6.02 5.42 0.40
H20 -3.47 6.60 -4.12
H21 -3.70 0.88 -2.41
H22 -7.21 4.36 -1.92
H23 2.92 1.88 -3.74
H24 0.36 6.48 -3.42
H25 4.83 -7.74 0.53
H26 3.47 -1.19 5.05
H27 7.99 -8.27 2.86
H28 -3.53 4.36 -2.44
H29 7.96 -6.86 3.94
H30 -6.89 2.44 0.45
H31 -0.10 -2.17 -5.11
H32 -1.18 -3.05 4.10
H33 -4.36 5.45 -5.13
H34 -1.55 -1.29 7.92
H35 -1.03 1.11 4.00
H36 -0.17 -2.42 2.78
H37 -0.76 0.23 2.49
H38 0.03 0.27 8.45
H39 5.30 -7.27 -1.08
H40 1.04 -3.36 6.89
H41 7.67 -5.53 -0.51
H42 0.13 -3.68 5.41
H43 3.11 1.35 -1.37
H44 3.05 6.08 -4.43
H45 -2.52 3.86 -5.12
H46 3.33 -6.63 2.17
H47 1.34 0.65 7.35
H48 -7.70 0.88 -2.52
H49 -0.27 0.00 -6.27
H50 -2.79 2.63 0.51
H51 1.29 5.50 -5.93
H52 8.44 -6.68 2.25
H53 0.89 4.03 -5.02
H54 -4.74 5.63 -2.42
H55 3.19 3.53 -5.34
H56 4.16 -3.12 1.11
H57 3.05 -5.47 0.86
H58 3.60 -2.90 5.41
H59 -6.98 1.12 -4.12
H60 -0.43 6.57 -4.99
H61 5.92 -8.52 3.87
H62 -2.10 -0.50 6.43
H63 -2.00 -2.93 -3.67
H64 4.85 1.05 -1.79
H65 2.06 3.09 -2.77
H66 2.18 5.29 -3.05
H67 -4.97 3.48 -4.55
H68 -1.91 -2.10 2.85
H69 -4.94 4.20 -0.27
H70 -5.07 2.20 -1.18
H71 -2.32 0.13 3.33
H72 -8.11 2.87 -1.71
H73 6.29 -5.28 -1.62
H74 5.04 -2.83 2.62
H75 -3.29 2.27 -3.40
H76 4.37 4.24 -4.23
H77 -2.00 5.47 -5.67
H78 3.09 -1.76 6.68
H79 3.31 -3.10 2.68

The value obtained for the HOMO-LUMO gap is 7.825 eV. The SMILES is COCCCCCCCCCC[PH](C)(CCCCOC=O)COc1ccccc1.CN(C)P(=O)(N(C)C)N(C)C.CN(C)P(=O)(N(C)C)N(C)C. As for the total energy: -87697.3920 eV. As for the HOMO energy: -7.95 eV.

=====

Entry 2:
# C36H80ClN4

A 5-piece molecular cluster, C36H80ClN4 overall in a non-equilibrium geometry (the ωB97M-V functional and the def2-TZVPD basis, the OMol25 dataset).

Element x y z (Å)
Cl1 -1.38 0.89 0.52
N1 -3.04 6.23 -0.22
N2 -0.39 -5.98 2.66
N3 2.32 2.96 1.41
N4 1.36 -3.28 -3.40
C1 0.29 -3.62 1.85
C2 1.02 5.11 1.96
C3 -0.93 -2.11 -3.34
C4 1.03 -1.23 -2.03
C5 3.53 3.62 2.00
C6 3.47 5.13 2.01
C7 -0.25 -0.88 -2.77
C8 2.24 5.67 2.68
C9 3.44 0.66 1.44
C10 -1.45 -8.26 3.15
C11 -0.56 -8.83 2.06
C12 -4.03 5.69 0.79
C13 2.34 3.03 -0.09
C14 -2.97 3.91 -1.21
C15 -4.83 4.52 0.27
C16 0.26 -5.79 4.00
C17 -3.91 3.37 -0.13
C18 0.78 -8.14 2.08
C19 -5.43 8.43 -2.35
C20 0.02 -3.07 -4.04
C21 -2.17 7.23 0.45
C22 2.25 1.51 1.78
C23 -3.72 6.90 -1.41
C24 -4.64 8.06 -1.10
C25 4.49 -4.80 -5.23
C26 -2.17 5.09 -0.69
C27 -0.35 -2.27 1.50
C28 -1.67 -6.77 2.90
C29 2.00 -2.00 -2.94
C30 3.64 -4.28 -4.06
C31 2.25 -3.89 -4.49
C32 -0.80 -4.64 2.11
C33 1.02 3.58 1.84
C34 3.35 -0.71 2.05
C35 1.25 -4.24 -2.28
C36 0.55 -6.68 1.73
H1 1.04 -5.24 -2.67
H2 2.85 -2.24 -2.32
H3 0.26 3.34 1.10
H4 2.15 5.39 3.74
H5 1.50 -6.13 1.84
H6 0.02 -0.23 -3.62
H7 0.25 -2.59 -5.00
H8 3.69 -4.95 -3.20
H9 1.46 -8.56 1.34
H10 -0.99 -8.45 4.13
H11 -2.89 7.23 -2.04
H12 2.10 1.45 2.86
H13 0.96 -3.52 2.70
H14 -1.05 -8.72 1.08
H15 0.70 3.14 2.78
H16 0.94 -3.96 1.03
H17 -6.00 7.56 -2.70
H18 1.33 1.08 1.37
H19 4.27 -1.28 1.91
H20 -1.61 -2.60 -2.63
H21 -4.40 2.50 -0.56
H22 -0.53 -9.92 2.11
H23 5.47 -5.12 -4.88
H24 -0.89 -0.28 -2.13
H25 4.00 -5.63 -5.75
H26 3.70 0.63 0.37
H27 1.41 2.62 -0.49
H28 3.21 2.51 -0.47
H29 -1.85 6.83 1.41
H30 -5.46 4.80 -0.59
H31 -1.37 7.50 -0.23
H32 0.36 -6.74 4.51
H33 0.42 -3.93 -1.65
H34 1.53 -0.37 -1.61
H35 2.58 -1.37 1.63
H36 -5.60 4.29 1.01
H37 -0.40 -5.16 4.59
H38 4.41 5.46 2.47
H39 -1.39 -4.86 1.21
H40 4.39 3.29 1.42
H41 0.78 -1.88 -1.18
H42 -6.24 9.10 -2.07
H43 -1.03 -2.00 2.32
H44 -1.61 -1.76 -4.12
H45 3.56 5.56 1.01
H46 4.63 -3.98 -5.93
H47 1.69 -4.76 -4.84
H48 -1.06 -2.36 0.67
H49 3.12 -0.67 3.12
H50 -3.51 4.22 -2.11
H51 3.59 3.22 3.01
H52 0.37 -1.48 1.37
H53 -3.34 3.01 0.73
H54 -2.24 3.15 -1.49
H55 2.28 -3.17 -5.30
H56 -1.56 -4.27 2.79
H57 -5.30 7.93 -0.24
H58 0.99 5.51 0.94
H59 -2.43 -8.74 3.09
H60 2.25 6.76 2.66
H61 2.46 4.08 -0.36
H62 -4.83 8.86 -3.14
H63 -2.20 -6.27 3.70
H64 -1.56 4.82 0.18
H65 2.16 -1.45 -3.87
H66 -4.04 8.92 -0.80
H67 -1.51 5.50 -1.45
H68 -2.77 8.11 0.68
H69 4.34 1.15 1.83
H70 -4.63 6.50 1.19
H71 -3.40 5.33 1.61
H72 2.16 -4.28 -1.69
H73 4.17 -3.38 -3.73
H74 1.25 -8.20 3.07
H75 1.22 -5.29 3.90
H76 0.09 5.39 2.45
H77 -4.25 6.11 -1.92
H78 -0.40 -4.04 -4.28
H79 0.28 -6.47 0.70
H80 -2.27 -6.66 2.00

The value obtained for the HOMO-LUMO gap is 8.098 eV. Its total charge is +3. As for the total energy: -57091.2702 eV. As for the HOMO energy: -13.84 eV.

=====

Entry 3:
# C36H81NO11P

A 6-piece molecular cluster, C36H81NO11P overall in a non-equilibrium geometry (the ωB97M-V functional and the def2-TZVPD basis, the OMol25 dataset).

Element x y z (Å)
P1 2.34 -2.83 0.02
O1 -0.41 -0.84 -3.42
O2 3.07 1.66 3.13
O3 2.27 -2.71 -1.71
O4 0.54 6.27 4.00
O5 1.16 -4.00 0.42
O6 -3.10 7.23 0.24
O7 3.73 -3.38 0.34
O8 1.81 -9.19 -0.41
O9 -2.90 -3.96 -7.66
O10 -3.35 2.37 1.00
O11 1.62 1.51 1.40
N1 4.25 -0.19 0.58
C1 1.49 -1.14 4.49
C2 -1.50 1.58 3.10
C3 -0.06 -1.46 4.20
C4 -2.88 1.00 0.87
C5 -0.73 1.54 -3.93
C6 -1.77 -1.14 -3.13
C7 2.06 -8.15 -1.35
C8 -0.34 -9.91 -1.35
C9 0.49 5.89 5.37
C10 3.18 -0.48 1.57
C11 2.38 -2.11 3.57
C12 1.65 6.43 6.19
C13 1.83 4.33 3.22
C14 -2.38 3.22 0.32
C15 -4.17 7.33 1.17
C16 -5.18 8.41 0.83
C17 -2.21 0.43 2.25
C18 3.59 -1.40 2.80
C19 -3.54 -4.97 -8.43
C20 -1.10 -0.45 4.87
C21 -0.87 1.10 4.51
C22 -0.17 0.19 -4.35
C23 5.95 2.22 1.85
C24 -1.60 8.81 1.37
C25 1.96 -1.12 0.72
C26 5.98 0.84 2.22
C27 1.50 -6.81 -0.92
C28 0.45 -9.48 -0.13
C29 2.60 0.97 2.05
C30 -3.17 -6.38 -8.02
C31 -2.56 -1.57 -4.35
C32 -2.29 8.38 0.08
C33 -1.48 -3.96 -7.69
C34 5.63 -0.28 1.10
C35 -0.91 -3.75 -9.09
C36 1.68 5.84 3.27
H1 -3.05 -0.03 2.87
H2 -0.47 2.31 -4.66
H3 -2.25 -0.28 -2.64
H4 -0.94 -0.54 6.01
H5 -3.73 -7.11 -8.61
H6 -3.35 -4.81 -9.50
H7 1.67 -1.44 5.60
H8 1.67 -2.71 2.91
H9 0.41 4.81 5.46
H10 -1.00 7.98 1.77
H11 -4.62 -4.83 -8.29
H12 4.12 -0.66 -0.32
H13 4.10 -0.71 3.58
H14 -1.77 -1.95 -2.41
H15 1.67 -0.46 -0.19
H16 0.68 -3.63 1.21
H17 2.69 4.05 2.61
H18 -2.06 0.94 0.06
H19 0.41 -6.83 -0.82
H20 1.70 7.52 6.12
H21 2.59 6.32 3.66
H22 1.76 -6.04 -1.65
H23 1.90 -6.51 0.05
H24 -0.39 -9.12 -2.11
H25 1.76 -0.04 4.43
H26 -0.18 -1.62 3.08
H27 -1.42 1.70 5.33
H28 3.14 -8.07 -1.44
H29 -2.31 9.09 2.14
H30 0.22 1.44 4.55
H31 0.45 -10.30 0.59
H32 -0.32 1.83 -2.96
H33 0.19 -3.70 -9.04
H34 -3.78 7.46 2.19
H35 -1.82 1.52 -3.83
H36 -0.54 -0.09 -5.34
H37 -0.02 -8.63 0.37
H38 -0.26 -2.50 4.69
H39 -0.65 2.02 2.48
H40 1.01 -1.22 1.35
H41 6.28 2.57 0.82
H42 -2.61 -0.79 -5.11
H43 5.96 -1.33 1.42
H44 -1.18 -4.56 -9.77
H45 -1.37 -10.17 -1.07
H46 0.93 3.86 2.80
H47 -6.00 8.41 1.55
H48 6.24 0.49 3.27
H49 -5.59 8.25 -0.17
H50 1.55 6.21 2.25
H51 -1.52 8.12 -0.65
H52 -0.44 6.31 5.77
H53 4.35 -2.22 2.56
H54 -1.31 2.98 0.66
H55 2.86 -2.88 4.28
H56 5.59 3.00 2.61
H57 -2.10 -2.45 -4.82
H58 1.53 6.15 7.24
H59 -0.94 9.66 1.19
H60 -3.72 0.29 0.54
H61 -2.17 -0.81 4.69
H62 -2.87 9.21 -0.35
H63 -2.59 4.30 0.67
H64 1.68 -8.44 -2.34
H65 -2.23 2.43 3.32
H66 -4.73 9.41 0.84
H67 -1.42 -0.32 1.90
H68 -3.40 -6.54 -6.96
H69 -2.11 -6.58 -8.16
H70 1.86 -1.84 -1.96
H71 -3.59 -1.83 -4.07
H72 -2.48 3.12 -0.81
H73 -1.28 -2.82 -9.52
H74 6.33 -0.01 0.22
H75 -1.08 -4.87 -7.24
H76 -1.16 -3.13 -7.06
H77 0.12 -10.79 -1.82
H78 2.61 6.04 5.84
H79 -4.68 6.36 1.16
H80 0.92 0.28 -4.45
H81 1.98 3.90 4.22

The value obtained for the HOMO-LUMO gap is 6.781 eV. Its total charge is -1. As for the total energy: -71943.3844 eV. As for the HOMO energy: -4.74 eV.